The following is a quantum chemistry calculation of a cluster of 10 separate species, C28H52Cl18NP in total, from the Open Molecules 2025 dataset.

Geometry as XYZ:
```
100
Properties=species:S:1:pos:R:3:mulliken_charge:R:1
H 4.136 -7.901 3.035 0.263
Cl -0.752 -4.142 -2.083 -0.168
H -6.992 2.206 7.035 0.339
H 2.714 9.303 -4.172 0.313
H 4.829 3.229 -0.511 0.299
Cl 2.279 -3.279 -3.398 -0.217
C 1.558 -4.911 -3.335 0.016
Cl 1.519 7.601 -5.252 -0.193
Cl -5.341 2.442 5.390 -0.180
H -1.548 4.203 2.334 0.372
Cl 3.799 -5.746 2.131 -0.108
C 0.051 -4.879 -3.489 -0.380
C -6.020 7.084 0.435 -0.413
C -7.469 6.864 0.048 -0.448
C 3.309 -8.040 -4.927 -0.282
H 1.113 5.364 -0.819 -0.169
H 1.639 -8.433 0.249 0.347
C 0.405 0.260 1.675 0.420
C 1.172 -1.721 0.059 -0.023
P -0.258 2.033 1.926 0.068
C -7.013 2.178 5.944 -0.511
H -2.923 3.627 3.418 0.053
Cl 3.603 5.849 -3.193 -0.087
Cl 3.642 -9.343 -7.315 -0.194
H 4.373 7.460 -4.737 0.352
H 0.964 5.476 0.939 0.347
H 0.335 0.348 -0.711 0.324
H 3.679 -6.712 4.262 0.341
Cl -4.899 6.632 -0.874 -0.171
H 4.842 2.998 -2.263 0.353
H -6.903 0.022 5.736 0.307
Cl -1.654 6.674 1.244 -0.195
H -0.251 -4.325 -4.380 0.395
H -7.638 5.849 -0.315 0.291
H 0.578 -0.131 3.969 0.290
Cl -7.825 0.813 3.712 -0.160
H 6.015 -7.312 4.644 0.307
C -5.206 1.525 1.092 -1.072
H 1.992 -3.595 1.162 0.019
H -4.854 2.802 2.893 -0.471
H -3.222 3.049 0.275 0.277
C -2.429 3.464 2.386 -0.462
H -4.506 1.300 0.203 0.350
Cl 6.885 -7.161 2.473 -0.174
H -3.621 4.736 0.893 -0.600
H 1.857 -5.374 -2.393 0.256
H 5.327 0.837 -1.225 0.364
H 1.584 -2.636 3.713 0.308
H -5.122 0.671 1.843 0.239
H 5.217 -8.544 -5.774 0.324
C 0.749 -0.573 2.936 -0.426
Cl 1.364 7.572 -0.072 -0.221
Cl 1.776 -7.247 -5.370 -0.183
C 4.309 1.228 -1.166 -0.571
H 3.713 0.740 -1.939 0.292
H 1.320 -2.174 -0.989 0.063
H -6.286 1.566 0.719 0.250
C 0.596 -0.275 0.203 -0.434
C -7.567 0.848 5.474 -0.449
C 1.336 -2.010 2.792 -0.457
H 3.975 -9.032 0.634 0.253
H -8.111 7.027 0.916 0.344
H -5.751 3.712 1.476 0.244
Cl 1.761 -7.465 -1.882 -0.099
H 5.979 -5.649 4.044 0.309
C 4.245 -8.176 -6.111 -0.494
Cl 4.848 -8.881 -1.536 -0.189
H 2.003 -5.486 -4.155 -0.187
H 4.472 8.022 -3.064 0.273
H 4.399 -7.220 -6.613 0.330
H -8.537 0.665 5.940 0.320
H -0.040 2.649 0.623 -0.069
C 3.732 -8.409 -0.229 -0.161
C 0.663 5.934 -0.005 0.095
C 2.521 8.255 -3.933 -0.197
H 3.773 -7.421 -4.156 0.210
C 3.835 7.512 -3.789 -0.551
C 1.546 -2.547 1.336 -0.074
N -1.980 2.010 2.332 -0.302
C 2.281 -8.607 -0.617 -0.653
C -0.843 5.949 -0.162 -0.278
Cl 3.663 0.743 0.423 -0.123
H 1.937 8.217 -3.012 0.100
Cl 2.675 3.397 -1.465 -0.202
H 3.073 -9.011 -4.487 0.340
H -5.828 8.125 0.700 0.389
H -7.622 3.013 5.594 0.305
C -4.904 2.987 1.754 0.689
C 4.322 2.732 -1.340 -0.455
H -1.150 6.497 -1.055 0.463
C -3.532 3.646 1.213 0.105
C 4.321 -6.887 3.396 -0.509
H -5.767 6.461 1.296 0.209
H -1.216 4.925 -0.247 0.033
H 3.940 -7.370 0.034 0.084
H -2.492 1.505 1.589 0.297
H -0.333 -5.897 -3.576 0.277
Cl -8.009 8.000 -1.213 -0.192
C 5.772 -6.688 3.782 -0.405
H 2.097 -9.621 -0.978 0.351
```

Values from the calculation:
Orbital gap, eV: 8.1
SMILES: CCCCNPc1ccccc1.ClCCCl.ClCCCl.ClCCCl.ClCCCl.ClCCCl.ClCCCl.ClCCCl.ClCCCl.ClCCCl
2S+1: 1
LUMO energy, eV: 0.4
HOMO energy, eV: -7.680
Max |F|, eV Å⁻¹: 5.12
E, Eh: -9777.4701